{"formula": "C21H8ClF8N4O3Ti", "method": "the ωB97M-V functional and the def2-TZVPD basis", "multiplicity": 2, "e_homo_ev": [-7.7, -8.9], "e_tot_ev": -91388.51135, "e_above_lowest_kcal_mol": 26.5, "largest_force_ha_per_bohr": 0.0580, "orbital_gap_ev": [6.1815, 7.1387], "total_charge": 0, "symbols": ["Ti", "Cl", "C", "C", "C", "C", "O", "C", "C", "O", "C", "H", "H", "H", "H", "N", "C", "N", "C", "N", "F", "C", "C", "F", "C", "F", "C", "O", "C", "F", "C", "F", "F", "C", "F", "F", "C", "C", "C", "N", "C", "C", "H", "H", "H", "H"], "coordinates": [[-0.301, 0.125, -0.723], [5.447, 4.424, -0.932], [4.252, 3.173, -1.014], [4.660, 1.831, -1.057], [3.730, 0.823, -1.112], [2.353, 1.106, -1.105], [1.466, 0.140, -1.111], [1.948, 2.474, -1.070], [0.570, 2.808, -1.067], [-0.366, 1.956, -0.960], [2.924, 3.493, -1.035], [5.717, 1.600, -1.050], [4.035, -0.215, -1.150], [0.292, 3.859, -1.163], [2.607, 4.529, -1.009], [-6.418, 0.070, 1.183], [-5.559, 0.151, 0.414], [-4.636, 0.248, -0.506], [-3.406, 0.183, -0.601], [-2.236, 0.117, -0.778], [-2.348, -4.257, -5.021], [-1.828, -3.651, -3.954], [-1.503, -2.308, -4.003], [-1.704, -1.604, -5.114], [-0.958, -1.712, -2.886], [-0.585, -0.384, -2.921], [-0.747, -2.379, -1.673], [-0.279, -1.751, -0.624], [-1.082, -3.741, -1.669], [-0.899, -4.433, -0.543], [-1.601, -4.365, -2.785], [-1.899, -5.661, -2.744], [-0.034, -0.952, 6.042], [-0.130, 0.284, 5.528], [-1.289, 0.810, 5.956], [0.867, 1.021, 6.035], [-0.092, 0.248, 4.026], [0.782, 1.038, 3.299], [0.727, 0.994, 1.921], [-0.138, 0.215, 1.252], [-0.963, -0.575, 1.969], [-0.977, -0.579, 3.344], [1.496, 1.676, 3.798], [1.390, 1.606, 1.326], [-1.625, -1.212, 1.403], [-1.660, -1.222, 3.882]], "nbo_charge": [1.428, 0.017, -0.083, -0.182, -0.212, 0.369, -0.642, -0.276, 0.354, -0.567, -0.157, 0.236, 0.232, 0.173, 0.231, -0.412, 0.431, -0.629, 0.715, -0.717, -0.283, 0.248, 0.284, -0.283, 0.267, -0.286, 0.223, -0.678, 0.280, -0.291, 0.287, -0.282, -0.311, 0.967, -0.310, -0.313, -0.092, -0.167, 0.046, -0.452, 0.077, -0.200, 0.242, 0.218, 0.248, 0.252]}